DFT (ωB97M-V/def2-TZVPD) results for a molecular structure, C25H37IrO2.

```
65
Properties=species:S:1:pos:R:3:forces:R:3:lowdin_charge:R:1
O -0.7569 0.5362 -1.7634 -0.039 0.972 0.568 -0.075
C 0.4669 0.8600 -2.4617 0.259 -0.639 0.025 -0.144
C -0.1842 2.0416 -3.1937 -0.277 -0.300 -0.067 -0.073
H 0.7373 -0.0213 -3.0425 0.348 0.747 0.366 0.086
H 1.2812 1.1379 -1.7915 -0.022 0.163 0.223 0.107
C -1.3717 1.7647 -2.2484 0.315 0.553 -0.401 -0.534
H -0.4755 1.9289 -4.2384 0.484 0.065 0.483 0.070
H 0.2729 3.0104 -2.9804 0.037 -0.198 -0.516 0.108
C -2.6977 1.4735 -2.9232 -0.275 0.251 -0.201 -0.008
H -2.6092 0.5987 -3.5902 -0.015 0.176 0.542 0.083
H -2.9599 2.3175 -3.5795 0.017 -0.051 0.261 0.090
H -3.5240 1.3476 -2.2027 0.344 -0.153 -0.255 0.091
C -1.3511 2.9762 -1.3205 -0.316 0.594 0.770 -0.027
H -0.3234 3.3338 -1.1424 -0.328 -0.293 -0.033 0.080
H -1.7896 2.8767 -0.3262 -0.120 -0.007 -0.621 0.039
H -1.8661 3.8188 -1.8152 0.119 -0.371 0.039 0.105
Ir -0.2277 0.8949 2.5466 0.362 -2.122 0.897 1.381
C 0.8085 2.7121 3.4246 0.006 1.290 -0.331 -0.200
C 1.8908 1.8054 3.2950 1.397 0.600 -0.497 -0.194
C 1.9595 1.3739 1.9306 1.122 1.226 0.104 -0.198
H 2.5142 1.4549 4.1137 -0.264 -0.031 -0.286 0.106
C 0.9386 2.0512 1.1873 0.823 1.176 -0.392 -0.238
C 0.2436 2.9318 2.1060 1.311 1.061 -0.043 -0.258
H -0.5442 3.6355 1.8516 0.222 -0.182 0.080 0.109
H 0.4701 3.2095 4.3375 0.261 -0.227 -0.428 0.107
H 2.6112 0.6117 1.5177 -0.122 0.179 0.197 0.108
H 0.7331 1.9440 0.1260 0.190 0.077 0.360 0.072
C -2.2940 0.1717 3.6432 -1.039 0.704 0.063 -0.160
C -2.2668 1.4780 3.0343 -1.671 -0.431 -0.066 -0.236
C -2.0956 1.2763 1.6140 -1.451 -0.158 -0.004 -0.273
H -2.4280 2.4462 3.5149 -0.072 -0.529 -0.115 0.111
C -1.8666 -0.1259 1.3868 -1.464 0.073 -0.343 -0.179
C -2.0869 -0.7936 2.6349 -0.906 -0.598 -0.520 -0.189
H -2.0094 -1.8661 2.7806 0.120 0.320 0.048 0.101
H -2.4428 0.0047 4.7055 0.143 -0.102 -0.264 0.104
H -2.1936 2.0351 0.8510 0.041 -0.435 0.522 0.064
H -1.6063 -0.5434 0.4073 -0.284 0.098 0.569 0.106
O -0.0748 -0.5370 -4.5944 -0.280 -0.117 -3.417 -0.210
C -0.4045 0.3002 -5.7916 0.459 -0.002 0.717 -0.169
C 0.1135 -0.3843 -7.0500 -0.295 -0.231 0.391 -0.161
H 0.1199 1.2811 -5.7592 -0.343 -0.661 0.426 0.109
H -1.4956 0.4763 -5.7846 0.541 -0.119 0.056 0.122
C 1.0966 -1.4496 -6.5282 0.058 0.181 -0.287 -0.152
H 0.6100 0.3495 -7.6904 -0.089 -0.185 0.022 0.109
H -0.7185 -0.8085 -7.6049 0.057 -0.240 -0.116 0.105
C 0.8905 -1.5508 -5.0125 -0.463 0.402 0.385 -0.169
H 2.1139 -1.1284 -6.7529 0.024 -0.148 0.039 0.106
H 0.9224 -2.3986 -7.0343 0.112 -0.034 0.117 0.106
H 1.8325 -1.3627 -4.4670 -0.310 -0.149 -0.147 0.117
H 0.4887 -2.5293 -4.7134 0.147 0.280 -0.024 0.121
C 2.4366 -3.7370 3.4970 0.199 -0.030 -0.126 -0.056
C 1.3791 -3.0012 4.3136 -0.188 0.244 -0.226 -0.640
C 0.1795 -3.9123 4.5649 -0.247 -0.099 0.049 -0.060
C 1.9601 -2.5141 5.6420 0.135 0.311 0.288 -0.055
C 0.9418 -1.7956 3.5760 0.588 -0.971 0.721 -0.054
C 0.6144 -0.7092 3.1271 0.580 -1.631 0.580 -0.190
H 2.8068 -4.6143 4.0367 -0.071 0.069 -0.015 0.086
H 3.2774 -3.0716 3.2907 0.004 -0.085 -0.019 0.086
H 2.0128 -4.0631 2.5450 0.081 -0.024 0.022 0.086
H 0.4717 -4.7922 5.1506 -0.012 0.114 -0.090 0.085
H -0.5955 -3.3684 5.1165 0.080 -0.129 -0.081 0.086
H -0.2447 -4.2491 3.6133 0.014 0.007 0.148 0.086
H 2.7976 -1.8302 5.4559 -0.146 -0.152 0.083 0.088
H 1.1941 -1.9632 6.2039 0.198 -0.129 -0.075 0.090
H 2.3173 -3.3457 6.2611 -0.087 0.031 -0.157 0.087
```
Forces are in eV/Å.

Properties
HOMO level (alpha / beta): -4.903 / -8.145 eV
frontier orbital gap (alpha / beta): 5.6197 / 6.7876 eV
multiplicity: 5
⟨S²⟩: 6.034
E: -33448.288 eV
M: 561.8 g/mol

---

DFT (ωB97M-V/def2-TZVPD) results for a molecular structure, C25H37KN10O2S2Se2.

```
79
Properties=species:S:1:pos:R:3:forces:R:3:lowdin_charge:R:1
K 0.7397 -1.0028 -0.0557 -0.297 -0.226 0.241 0.620
N -1.3992 4.0632 1.8431 -0.093 -0.076 0.071 0.016
C -1.4391 2.8074 1.2357 -0.275 -0.027 0.027 -0.919
S -1.9176 1.4712 2.2275 0.326 0.331 -0.027 0.525
N -1.2490 2.8468 -0.0461 0.269 0.314 0.010 -0.044
N -0.9989 1.6985 -0.7133 -0.199 -0.365 -0.116 0.063
C -1.4883 1.5780 -1.8959 0.102 -0.095 0.153 -0.195
C -2.4671 2.5118 -2.5177 0.017 0.076 -0.045 -0.162
C -2.3375 2.8685 -3.8602 0.083 0.044 -0.006 -0.048
C -3.2289 3.7443 -4.4628 -0.016 0.013 0.009 -0.103
C -4.2790 4.2792 -3.7295 0.029 -0.061 0.013 -0.115
C -4.4255 3.9263 -2.3941 0.048 -0.036 0.009 -0.087
C -3.5298 3.0541 -1.7910 -0.030 -0.070 -0.056 -0.016
C -1.0180 0.3922 -2.6738 -0.067 -0.042 0.071 -0.233
C -1.8478 -0.2660 -3.5764 -0.095 0.017 -0.008 -0.015
C -1.3933 -1.4097 -4.2138 -0.048 0.023 0.007 -0.060
C -0.1209 -1.8748 -3.9413 -0.029 0.048 -0.018 -0.089
C 0.6387 -1.1542 -3.0357 0.091 0.168 -0.135 -0.203
N 0.2208 -0.0494 -2.4221 0.026 0.021 -0.471 0.017
H -1.2729 4.0177 2.8399 -0.002 0.008 -0.006 0.038
H -0.8191 4.7263 1.3531 0.051 0.014 0.003 0.066
H -1.5155 2.4628 -4.4380 -0.013 -0.028 0.007 0.114
H -3.1021 4.0077 -5.5068 0.001 -0.003 0.019 0.091
H -4.9834 4.9552 -4.1989 -0.001 0.020 0.010 0.088
H -5.2449 4.3299 -1.8121 -0.008 -0.005 -0.005 0.096
H -3.6640 2.7714 -0.7575 0.033 -0.006 0.045 0.112
H -2.8545 0.0946 -3.7398 0.001 -0.006 0.005 0.116
H -2.0475 -1.9548 -4.8827 0.002 0.007 0.003 0.105
H 0.2600 -2.7892 -4.3716 -0.005 -0.008 0.029 0.101
H 1.6444 -1.4823 -2.7776 -0.103 -0.029 -0.062 0.099
O 3.3110 -7.1649 0.2917 -0.026 0.070 -0.081 -0.110
C 3.5719 -5.9153 -0.3366 -0.029 -0.088 -0.004 -0.280
C 2.4422 -4.8811 -0.1774 -0.142 0.008 0.051 -0.576
C 3.0261 -3.5025 -0.5833 -0.044 0.003 0.182 -0.233
O 2.8528 -2.4655 0.3780 0.206 -0.129 -0.120 -0.246
C 1.9386 -4.8855 1.2720 0.194 0.017 0.076 -0.627
Se 3.3407 -4.6893 2.6790 -0.102 -0.031 -0.111 0.295
C 1.2893 -5.2503 -1.1325 -0.093 0.158 0.130 -0.587
Se -0.3506 -4.1306 -1.0148 0.209 -0.028 -0.169 0.438
H 3.3331 -6.9574 1.2406 0.041 0.003 0.057 0.014
H 3.7274 -6.1199 -1.4011 0.018 -0.040 -0.009 0.118
H 4.4908 -5.4928 0.0779 0.032 0.023 0.015 0.081
H 2.5342 -3.1576 -1.4962 -0.045 -0.009 0.010 0.084
H 4.0948 -3.6120 -0.8071 0.051 0.033 -0.003 0.113
H 3.1891 -2.8272 1.2295 -0.010 0.065 -0.006 -0.035
H 1.3951 -5.8144 1.4439 -0.007 -0.009 -0.012 0.052
H 1.2305 -4.0747 1.3902 -0.068 0.011 -0.032 -0.012
H 1.0078 -6.2897 -0.9638 -0.003 -0.027 0.019 0.044
H 1.6573 -5.1692 -2.1607 0.019 -0.054 -0.003 0.038
C -1.4682 -3.6798 2.3413 0.001 -0.128 -0.036 -0.117
N -2.5296 -3.4510 1.3850 -0.082 -0.114 -0.123 -0.086
C -3.2547 -2.3313 1.2782 0.087 0.161 0.119 -0.963
N -3.0652 -1.4027 2.2551 -0.260 -0.312 -0.137 0.049
S -4.3578 -2.0755 0.0229 0.122 -0.040 0.164 0.456
H -0.9787 -4.6077 2.0569 -0.005 -0.012 0.049 0.066
H -1.8539 -3.7630 3.3610 -0.029 0.040 -0.006 0.085
H -0.6753 -2.9236 2.3134 -0.075 0.132 -0.036 0.066
H -2.4885 -4.0254 0.5494 0.043 0.041 0.025 0.017
H -2.2248 -1.4643 2.8069 0.029 0.017 -0.024 0.044
H -3.3273 -0.4590 2.0059 -0.033 -0.006 -0.003 -0.037
C 0.2286 -1.0291 5.8972 -0.006 0.021 0.008 -0.072
C 1.0115 0.2437 6.2206 -0.011 -0.071 -0.025 -0.413
C 2.4958 -0.0633 6.4003 0.009 0.031 0.028 -0.077
C 0.7845 1.3418 5.1783 0.068 -0.077 -0.099 -0.124
N 1.4256 1.0544 3.9044 -0.053 0.207 0.289 -0.109
C 1.0452 0.2238 2.9407 -0.023 -0.216 -0.085 -0.220
N 1.9025 0.2915 1.9551 0.376 0.446 0.252 -0.030
N 2.8229 1.2140 2.3358 -0.194 -0.092 0.152 -0.020
N 2.5461 1.6760 3.5024 0.008 -0.132 -0.208 0.043
H 0.2855 -1.7362 6.7270 0.014 0.016 -0.021 0.079
H 0.6442 -1.5371 5.0235 -0.008 0.001 0.024 0.075
H -0.8262 -0.8122 5.7078 0.029 -0.006 -0.004 0.080
H 0.6243 0.6560 7.1587 -0.038 0.010 0.005 0.128
H 2.9013 -0.5535 5.5130 0.001 0.013 0.005 0.084
H 2.6473 -0.7374 7.2457 -0.009 0.001 -0.028 0.076
H 3.0750 0.8463 6.5756 -0.004 -0.012 0.001 0.074
H 1.2054 2.2859 5.5184 0.050 0.029 -0.015 0.120
H -0.2766 1.4875 4.9693 -0.041 0.002 0.011 0.098
H 0.1585 -0.3830 2.9869 0.037 0.051 -0.044 0.082
```
Forces are in eV/Å.

Properties
HOMO level: -1.375 eV
total charge: -2
frontier orbital gap: 5.3992 eV
energy above the lowest of the compared OMol25 structures with the same formula, charge and spin: 0.514 eV
E: -214211.996 eV
M: 770.8 g/mol

---

DFT (ωB97M-V/def2-TZVPD) results for a molecular structure, C25H37N8O3S2Yb.

```
76
Properties=species:S:1:pos:R:3:forces:R:3:lowdin_charge:R:1
Yb -0.4815 -1.5690 0.0810 -0.610 1.241 -1.638 1.747
N 1.7293 -2.1474 -0.1128 0.273 -0.289 -0.603 -0.084
C 2.2647 -3.3762 0.5275 0.415 -0.192 1.431 -0.170
C 1.4824 -3.7642 1.8658 0.536 -0.044 0.148 -0.121
N 0.3144 -2.8400 2.1282 0.165 -0.320 -0.342 -0.275
C 0.6600 -1.7035 3.0333 2.544 -0.591 0.569 -0.222
C -0.3470 -0.5916 3.0527 0.319 -0.014 2.162 -0.270
N -0.2356 0.1265 1.8218 -0.654 1.387 -1.302 -0.059
C -0.8082 -3.5790 2.7185 0.474 -1.659 0.057 -0.199
C -1.5666 -4.4639 1.7014 -0.392 -0.427 0.938 -0.209
N -1.9617 -3.7176 0.4652 0.369 -0.392 -1.030 -0.053
H 1.7437 -2.1927 -1.1432 0.442 -0.101 0.485 0.097
H 2.2375 -1.2934 0.1503 0.193 -0.317 0.060 0.025
H 3.3313 -3.2645 0.8120 -0.577 0.080 -0.464 0.121
H 2.1895 -4.2619 -0.1200 0.009 0.686 -0.173 0.120
H 2.1920 -3.7763 2.7958 -1.313 -0.010 -1.688 0.160
H 1.1080 -4.8188 1.6652 0.291 1.397 0.729 0.121
H 1.6205 -1.2501 2.6582 -0.776 -0.443 0.240 0.033
H 0.9584 -2.0707 4.0603 -0.700 0.176 -0.853 0.156
H -0.1177 0.0429 3.9592 -0.433 -0.600 -0.853 0.149
H -1.3537 -1.0139 3.1498 -0.042 0.500 0.132 0.102
H 0.6207 0.6950 1.7752 0.184 -0.625 0.123 0.065
H -0.9403 0.8784 1.7748 0.051 -0.620 -0.167 0.113
H -1.4080 -2.8189 3.1272 -1.302 0.512 0.629 0.077
H -0.4672 -4.2331 3.5811 -0.331 0.657 -0.869 0.162
H -2.4617 -4.9448 2.1768 0.707 0.644 -0.204 0.138
H -0.9057 -5.3278 1.5175 -0.319 0.478 -0.724 0.111
H -2.8790 -3.2550 0.5728 0.424 -0.642 0.042 0.086
H -2.0583 -4.3942 -0.3496 0.073 1.227 1.342 0.132
C 3.0034 4.3854 -2.0979 -0.962 -0.351 -0.183 -0.041
O 3.1928 3.3388 -3.1419 -0.625 0.283 1.677 -0.068
C 2.4502 2.1797 -3.0853 -0.257 2.161 -0.274 -0.249
C 2.3283 1.5218 -4.3412 -0.475 -0.649 0.592 0.019
C 1.3601 0.5489 -4.4001 1.283 0.013 -0.183 -0.029
C 0.7588 -0.0086 -3.2599 -1.584 -0.798 1.545 -0.111
C -0.0865 -1.2165 -3.3421 0.045 1.484 0.293 -0.344
C -0.6864 -1.5062 -4.6991 -0.532 -1.453 0.089 -0.009
O -0.4093 -1.9414 -2.3354 0.241 0.651 -0.315 -0.150
C 0.8464 0.6941 -1.9899 1.337 0.357 -2.181 -0.360
O 0.1856 0.3079 -0.9724 -0.593 -0.948 2.022 -0.222
C 1.6614 1.8729 -1.9853 0.302 -0.873 1.592 0.049
H 3.4328 5.2913 -2.5123 0.319 -0.223 -0.028 0.090
H 3.4053 4.1571 -1.1089 0.733 -0.422 -0.380 0.073
H 1.9503 4.6531 -1.8102 0.428 -0.722 -1.083 0.101
H 2.9811 1.7245 -5.1922 -0.467 0.419 0.340 0.133
H 1.1497 0.1336 -5.3591 0.013 -0.442 -0.493 0.107
H -1.1577 -0.6461 -5.1887 0.104 0.014 0.482 0.100
H -1.4442 -2.3274 -4.5828 0.800 0.722 -0.262 0.106
H 0.0974 -1.8214 -5.4029 -0.204 -0.181 0.238 0.099
H 1.8306 2.3416 -0.9692 -0.351 -0.289 -1.509 0.130
N -6.0415 2.7623 -2.6684 2.069 -0.221 1.456 0.051
C -6.0106 2.2474 -1.3331 -3.167 2.007 -1.921 -0.755
S -7.3620 2.5245 -0.3703 1.792 -0.414 -0.700 0.734
C -4.8968 1.3839 -0.9963 0.433 -1.200 1.671 -0.214
C -4.8085 0.8797 0.3422 1.757 -0.370 -1.890 0.008
C -3.7698 -0.0092 0.6084 -0.482 0.648 0.833 -0.137
N -2.7863 -0.3117 -0.2358 0.293 -0.407 -0.450 -0.032
C -2.9002 0.1771 -1.4770 0.590 -0.236 -0.321 -0.124
C -3.9391 0.9560 -1.9265 -1.223 0.419 -1.021 0.019
H -6.5766 3.6147 -2.7926 -0.361 -0.368 0.208 0.091
H -5.1064 2.8914 -3.1079 -1.056 -0.225 0.466 0.095
H -5.4249 1.1798 1.1482 -0.870 0.254 0.266 0.086
H -3.6935 -0.4394 1.6036 -0.035 0.011 -0.002 0.108
H -2.0839 -0.0690 -2.1321 0.050 -0.071 -0.278 0.084
H -4.1044 1.1634 -3.0361 0.668 -0.230 1.770 0.149
S 3.6746 0.0301 1.9719 -0.592 1.420 0.707 0.585
C 3.3504 1.5927 2.6856 -0.215 -0.594 -1.257 -0.799
N 4.3720 2.4549 2.7231 2.721 -0.068 -0.119 0.044
C 4.4271 3.7036 3.2763 0.040 -2.068 -0.431 -0.008
C 3.2410 4.1843 3.6989 -1.958 1.248 -0.009 -0.019
C 2.0793 3.3513 3.5757 1.926 -1.665 -0.213 -0.043
N 2.1865 2.1022 3.1089 -1.743 0.143 0.591 0.059
H 5.2379 2.0568 2.3298 -0.438 0.310 0.429 0.144
H 5.4659 4.0083 3.3822 -0.547 0.925 -0.094 0.153
H 3.0626 5.2188 3.9660 0.456 -0.146 0.499 0.119
H 1.0968 3.5888 3.9860 0.312 0.446 -0.344 0.126
```
Forces are in eV/Å.

Properties
HOMO level (alpha / beta): -12.633 / -12.634 eV
total charge: +2
frontier orbital gap (alpha / beta): 7.0457 / 6.9549 eV
multiplicity: 2
energy above the lowest of the compared OMol25 structures with the same formula, charge and spin: 2.007 eV
⟨S²⟩: 0.751
E: -97777.940 eV
M: 734.8 g/mol